1.
DFT (ωB97M-V/def2-TZVPD) results for a cluster of 7 separate species, C16H29Cl6NO12 in total at a distorted geometry.

```
64
Properties=species:S:1:pos:R:3:lowdin_charge:R:1
C -9.347 0.531 3.823 -0.065
O -8.171 0.305 3.117 -0.019
C -8.133 -0.671 2.168 -0.536
O -8.872 -1.685 2.056 0.075
O -7.135 -0.405 1.363 0.001
C -6.937 -1.155 0.223 -0.057
H -9.661 -0.303 4.450 0.100
H -10.100 0.780 3.075 0.100
H -9.129 1.448 4.372 0.098
H -7.749 -0.889 -0.453 0.104
H -7.201 -2.185 0.463 0.094
H -5.932 -0.991 -0.168 0.104
C 0.368 -0.639 0.101 -0.010
O 1.048 -1.134 -1.071 0.028
C 1.906 -0.435 -1.732 -0.589
O 2.504 0.637 -1.395 0.048
O 2.211 -1.063 -2.863 -0.013
C 3.466 -0.854 -3.522 -0.028
H 0.905 -0.758 1.042 0.097
H -0.662 -0.987 0.179 0.095
H 0.354 0.445 -0.004 0.089
H 4.165 -1.480 -2.967 0.098
H 3.725 0.202 -3.586 0.094
H 3.491 -1.297 -4.517 0.091
C 0.585 -3.786 6.200 -0.007
O -0.798 -3.633 5.677 -0.042
C -1.885 -3.547 6.532 -0.540
O -1.817 -3.255 7.779 0.045
O -2.921 -3.611 5.789 0.025
C -4.202 -3.421 6.287 -0.046
H 1.181 -3.310 5.421 0.090
H 0.795 -4.852 6.290 0.086
H 0.704 -3.385 7.207 0.085
H -4.267 -2.460 6.796 0.104
H -4.428 -4.200 7.016 0.101
H -5.021 -3.523 5.575 0.098
C -4.005 10.025 0.019 -0.065
O -2.976 9.137 0.375 0.016
C -2.961 7.933 -0.179 -0.625
O -3.492 7.650 -1.233 0.117
O -2.100 7.190 0.476 0.020
C -1.833 5.902 -0.075 -0.036
H -3.650 10.480 -0.906 0.092
H -4.105 10.864 0.709 0.095
H -4.980 9.696 -0.340 0.099
H -1.605 6.039 -1.132 0.096
H -2.718 5.266 -0.042 0.095
H -1.048 5.324 0.412 0.095
Cl 10.618 -3.657 1.653 0.490
C 9.082 -2.967 0.998 -1.448
Cl 7.799 -2.882 2.217 0.510
Cl 8.485 -3.962 -0.445 0.437
H 9.224 -1.963 0.598 0.010
Cl 8.902 0.915 -3.373 0.481
C 10.300 0.217 -4.299 -1.545
Cl 11.798 0.819 -3.627 0.524
Cl 10.265 0.478 -6.036 0.530
H 10.314 -0.872 -4.255 0.009
C 5.716 -4.334 -10.841 -0.067
C 6.375 -4.327 -9.503 -0.279
N 6.821 -4.281 -8.444 0.115
H 5.980 -3.464 -11.442 0.078
H 4.638 -4.422 -10.708 0.079
H 6.112 -5.239 -11.303 0.075
```

Values from the calculation:
charge: 0
HOMO level: -10.45 eV
ΔE to the lowest compared entry with this formula, charge and spin: 62.4 kcal/mol
LUMO level: 0.0093 Ha
calculated total energy: -118253.40831 eV
HOMO-LUMO gap: 10.70 eV
SMILES: COC(=O)OC.COC(=O)OC.COC(=O)OC.COC(=O)OC.ClC(Cl)Cl.ClC(Cl)Cl.CC#N

2.
DFT (ωB97M-V/def2-TZVPD) results for a structure of composition C16H29ClLuN2O5S at a distorted geometry.

```
55
Properties=species:S:1:pos:R:3:lowdin_charge:R:1
C 3.857 0.904 1.058 0.005
C 3.299 1.193 -0.372 -0.171
N 2.370 2.274 -0.305 0.052
C 1.205 2.202 -1.163 -0.116
C 0.039 2.957 -0.496 -0.105
C -0.574 2.117 0.628 -0.349
C -1.359 3.001 1.618 -0.167
S -2.448 2.123 2.768 0.633
O -1.618 1.695 3.841 -0.226
O -3.535 2.963 3.089 -0.195
O -3.015 0.832 1.987 -0.208
C -1.939 0.180 1.328 -0.378
C -2.358 -1.238 0.966 -0.085
C -1.165 -2.165 0.791 -0.156
N -1.614 -3.518 0.400 -0.036
C -0.447 -4.474 0.484 -0.162
C -0.595 -5.708 -0.376 -0.058
C -2.211 -3.584 -0.832 -0.516
C -1.662 -2.882 -2.057 -0.042
O -3.255 -4.208 -0.998 0.048
C -1.572 1.064 0.103 -0.590
Cl -2.988 1.882 -0.565 0.812
C 3.056 3.647 -0.435 -0.378
C 3.720 3.903 -1.775 0.065
O 3.016 4.414 0.432 0.257
H 3.229 0.198 1.586 0.085
H 3.851 1.831 1.623 0.088
H 4.888 0.582 1.009 0.095
H 2.853 0.298 -0.787 0.126
H 4.180 1.435 -0.976 0.153
H 0.966 1.149 -1.279 0.122
H 1.403 2.600 -2.166 0.166
H 0.416 3.909 -0.138 0.130
H -0.722 3.134 -1.248 0.113
H 0.211 1.587 1.167 0.145
H -1.891 3.817 1.149 0.113
H -0.642 3.444 2.303 0.126
H -1.065 0.163 1.977 0.143
H -3.017 -1.648 1.721 0.153
H -2.861 -1.188 -0.002 0.111
H -0.443 -1.720 0.091 0.120
H -0.650 -2.244 1.742 0.149
H 0.475 -3.934 0.273 0.125
H -0.392 -4.781 1.521 0.141
H -0.480 -5.482 -1.441 0.061
H -1.518 -6.237 -0.172 0.097
H 0.226 -6.373 -0.136 0.105
H -0.578 -2.845 -2.092 0.126
H -2.078 -1.883 -2.183 0.121
H -1.962 -3.440 -2.958 -0.225
H -1.192 0.429 -0.695 0.088
H 3.716 3.021 -2.402 0.087
H 4.741 4.200 -1.562 0.124
H 3.151 4.691 -2.256 0.122
Lu -3.022 -4.288 -3.788 1.954
```

Values from the calculation:
charge: +3
HOMO level: -16.46 eV
LUMO level: -0.5479 Ha
calculated total energy: -87219.45790 eV
HOMO-LUMO gap: 1.55 eV

3.
DFT (ωB97M-V/def2-TZVPD) results for a structure of composition C16H29F3N2O17Ti at a distorted geometry.

```
68
Properties=species:S:1:pos:R:3:lowdin_spin:R:1
Ti -16.394 19.852 20.683 2.488
N -14.172 22.199 21.429 0.004
O -13.806 22.571 20.330 0.002
O -14.272 23.022 22.335 0.001
O -14.467 21.026 21.568 0.043
N -17.288 23.001 19.356 0.007
O -17.298 21.918 20.009 0.059
O -17.549 22.990 18.141 0.006
O -16.953 24.034 19.986 0.007
C -15.118 21.218 24.899 0.001
C -16.591 21.539 24.505 0.004
O -17.425 20.447 24.811 0.007
C -17.640 19.510 23.887 0.028
O -16.964 19.227 22.905 0.049
O -18.861 18.944 24.123 0.005
C -19.550 18.040 23.289 0.005
H -14.384 21.972 24.612 0.000
H -14.771 20.258 24.517 0.000
H -14.992 21.293 25.980 0.000
H -16.540 21.744 23.435 0.003
H -16.932 22.444 25.006 0.000
H -18.921 17.570 22.533 0.001
H -20.407 18.464 22.767 0.002
H -19.901 17.273 23.979 0.001
C -16.040 15.673 16.161 0.000
C -16.204 16.697 17.248 0.002
O -15.693 17.919 16.701 0.014
C -15.405 18.972 17.472 0.047
O -15.702 19.157 18.662 0.047
O -14.811 19.936 16.680 0.014
C -14.592 21.238 17.179 0.002
H -16.564 16.067 15.290 0.000
H -16.371 14.679 16.460 0.000
H -14.978 15.572 15.936 0.000
H -15.731 16.386 18.179 0.000
H -17.255 16.935 17.412 0.001
H -13.736 21.673 16.664 0.000
H -14.329 21.238 18.237 0.001
H -15.444 21.918 17.160 0.001
C -20.568 20.668 17.564 0.001
C -19.480 20.066 18.517 0.008
O -19.824 18.682 18.737 0.010
C -18.995 17.904 19.455 0.034
O -18.022 18.270 20.116 0.042
O -19.474 16.744 19.350 0.012
C -18.892 15.716 20.127 0.001
H -21.492 20.882 18.101 0.000
H -20.764 20.025 16.706 0.000
H -20.192 21.600 17.142 0.000
H -19.378 20.638 19.440 0.007
H -18.512 20.101 18.018 0.002
H -19.013 14.794 19.559 0.000
H -19.519 15.676 21.018 0.000
H -17.858 15.832 20.451 0.000
C -16.211 15.048 25.953 0.000
C -16.237 16.495 25.558 0.001
O -15.343 16.665 24.393 0.001
C -15.658 16.330 23.118 0.001
O -16.628 15.662 22.825 0.001
C -14.635 16.770 22.028 0.003
F -13.854 15.730 21.582 0.001
F -15.254 17.210 20.967 0.015
F -13.869 17.753 22.551 0.005
H -15.370 14.818 26.607 0.000
H -16.339 14.315 25.157 0.000
H -17.069 14.844 26.595 0.000
H -16.158 17.267 26.323 0.000
H -17.258 16.747 25.272 0.000
```

Values from the calculation:
charge: -1
HOMO level (alpha / beta): -0.90 / -4.92 eV
ΔE to the lowest compared entry with this formula, charge and spin: 79.7 kcal/mol
LUMO level (alpha / beta): 0.0771 / 0.0766 Ha
calculated total energy: -86110.76697 eV
HOMO-LUMO gap (alpha / beta): 3.00 / 7.00 eV
2S+1: 4

4.
DFT (ωB97M-V/def2-TZVPD) results for a cluster of 2 separate species, C16H29F3N2O4 in total.

```
54
Properties=species:S:1:pos:R:3:lowdin_charge:R:1
C -7.175 0.536 2.431 -0.003
C -7.259 -0.969 2.390 -0.539
O -8.179 -1.588 2.849 0.089
N -6.136 -1.616 1.823 0.027
C -6.065 -1.519 0.348 -0.191
C -4.625 -1.574 -0.181 -0.191
C -4.323 -0.458 -1.178 -0.211
C -2.905 -0.527 -1.738 -0.156
C -1.840 -0.038 -0.746 -0.234
C -0.490 -0.763 -0.793 -0.102
C 0.439 0.340 -0.292 -0.328
C 1.939 0.093 -0.335 -0.063
C 2.559 -0.256 1.025 -0.256
O 3.852 0.284 1.181 -0.005
C 2.677 -1.775 1.276 -0.545
F 3.811 -2.118 1.895 0.158
F 1.639 -2.182 2.049 0.123
F 2.608 -2.508 0.141 0.124
N 0.007 1.533 -1.067 0.093
C -1.435 1.415 -1.008 -0.421
O -2.179 2.333 -1.142 0.133
H -7.255 0.945 1.421 0.076
H -7.986 0.930 3.037 0.083
H -6.209 0.839 2.830 0.085
H -6.230 -2.591 2.094 0.124
H -6.661 -2.322 -0.096 0.122
H -6.532 -0.581 0.043 0.106
H -3.962 -1.499 0.685 0.106
H -4.442 -2.537 -0.667 0.112
H -5.039 -0.523 -2.003 0.118
H -4.477 0.513 -0.695 0.120
H -2.845 0.064 -2.655 0.121
H -2.674 -1.565 -2.000 0.116
H -2.241 -0.109 0.272 0.150
H -0.249 -0.962 -1.846 0.131
H -0.444 -1.706 -0.248 0.126
H 0.106 0.550 0.734 0.149
H 2.449 0.992 -0.683 0.130
H 2.151 -0.691 -1.064 0.123
H 1.893 0.112 1.814 0.153
H 3.765 1.243 1.185 0.100
H 0.233 1.371 -2.053 0.138
C 7.338 0.377 -1.280 -0.059
C 7.084 1.851 -1.008 -0.501
C 8.312 2.548 -0.447 -0.062
O 5.965 2.014 -0.137 -0.066
H 7.599 -0.138 -0.351 0.083
H 6.445 -0.097 -1.687 0.078
H 8.159 0.242 -1.985 0.079
H 6.781 2.343 -1.935 0.137
H 8.603 2.092 0.503 0.082
H 8.105 3.603 -0.269 0.078
H 9.157 2.469 -1.132 0.079
H 6.179 1.580 0.697 0.080
```

Values from the calculation:
charge: 0
HOMO level: -9.55 eV
LUMO level: 0.0223 Ha
calculated total energy: -36385.53672 eV
HOMO-LUMO gap: 10.15 eV
SMILES: CC(=O)NCCCC[C@H]1C[C@@H](C[C@H](O)C(F)(F)F)NC1=O.CC(C)O